[1]
DFT (the ωB97M-V functional and the def2-TZVPD basis) results for a cluster of 7 separate species, C6H23NO7 in total.

Geometry (Å):
C1 -2.552 -1.074 -1.300
N1 -1.894 -0.263 -0.262
C2 -1.864 1.089 -0.439
O1 -1.487 1.869 0.428
C3 -1.984 -0.923 -2.708
C4 -0.870 -1.910 -3.148
C5 0.223 -1.933 -2.123
C6 1.514 -2.164 -2.271
H1 -3.621 -0.821 -1.261
H2 -2.596 -2.087 -0.928
H3 -1.720 -0.491 0.751
H4 -2.203 1.531 -1.392
H5 -1.408 0.038 -2.680
H6 -2.682 -0.804 -3.554
H7 -0.430 -1.526 -4.065
H8 -1.268 -2.907 -3.361
H9 -0.076 -1.633 -1.114
H10 1.904 -2.236 -3.280
H11 2.314 -2.272 -1.551
H12 1.005 2.393 -1.174
H13 1.968 2.279 -2.514
O2 1.783 2.668 -1.662
H14 2.725 0.858 2.053
H15 1.997 1.471 3.100
O3 2.613 0.727 3.016
H16 -0.259 -1.867 2.043
H17 -1.480 -2.779 1.753
O4 -1.232 -1.858 1.886
H18 1.544 -1.404 1.714
H19 1.769 -1.054 3.247
O5 1.519 -1.744 2.616
H20 1.850 2.744 0.777
H21 3.180 2.839 0.178
O6 2.731 2.376 0.898
H22 -0.612 2.497 2.021
H23 -0.964 1.224 2.647
O7 -0.303 1.925 2.741

multiplicity: 2
highest occupied orbital energy (alpha / beta): -13.238 / -13.237 eV
lowest unoccupied orbital energy (alpha / beta): -4.357 / -9.325 eV
net charge: +1
energy: -823.4472 Eh
ΔE to the lowest compared entry with this formula, charge and spin: 14.5 kcal/mol

=====

[2]
DFT (the ωB97M-V functional and the def2-TZVPD basis) results for a structure of composition C6H24AgBrN12O6.

Geometry (Å):
Ag1 -0.514 0.395 -0.209
Br1 -2.505 0.258 1.790
C1 0.410 -3.018 2.643
O1 1.006 -3.878 3.218
N1 -0.909 -2.982 2.581
N2 0.863 -1.911 2.133
H1 -1.377 -3.795 2.955
H2 -1.377 -2.210 2.126
H3 1.868 -1.847 2.046
H4 0.319 -1.172 1.713
C2 1.325 1.199 2.561
O2 1.206 1.080 1.393
N3 2.397 1.078 3.209
N4 0.384 1.390 3.437
H5 3.296 0.975 2.761
H6 2.266 1.112 4.210
H7 0.497 1.389 4.441
H8 -0.534 1.180 3.071
C3 -2.661 1.122 -2.914
O3 -2.057 0.318 -2.168
N5 -3.214 0.757 -4.029
N6 -2.698 2.353 -2.646
H9 -3.590 1.454 -4.656
H10 -3.053 -0.208 -4.277
H11 -2.131 2.698 -1.885
H12 -3.229 2.920 -3.291
C4 -0.490 3.778 -0.044
O4 -0.573 2.656 -0.431
N7 -0.769 4.779 -0.824
N8 -0.256 4.072 1.173
H13 -0.564 5.744 -0.610
H14 -1.100 4.491 -1.734
H15 -0.387 5.008 1.529
H16 0.093 3.337 1.770
C5 2.346 -0.505 -1.481
O5 1.303 0.085 -1.758
N9 2.773 -1.528 -2.190
N10 3.122 -0.296 -0.426
H17 2.120 -1.822 -2.903
H18 3.549 -2.053 -1.815
H19 2.785 0.405 0.219
H20 3.980 -0.787 -0.221
C6 -0.822 -3.152 -1.171
O6 -1.104 -2.069 -0.722
N11 -0.914 -3.506 -2.357
N12 -0.111 -3.956 -0.382
H21 -1.272 -2.903 -3.083
H22 -0.191 -4.196 -2.504
H23 0.678 -4.352 -0.873
H24 -0.184 -3.885 0.623

highest occupied orbital energy: -6.883 eV
lowest unoccupied orbital energy: 0.342 eV
energy: -4072.6726 Eh